{"formula": "C9H13NO7P2", "method": "the ωB97M-V functional and the def2-TZVPD basis", "species": ["H", "C", "C", "P", "C", "H", "N", "H", "C", "H", "O", "O", "H", "H", "O", "H", "C", "C", "H", "C", "O", "C", "O", "C", "P", "H", "H", "O", "H", "H", "O", "H"], "xyz": [[-3.07523, 0.71273, 2.30239], [-0.44845, 1.05417, -0.72435], [0.00682, -2.44411, -1.92605], [-1.70484, -0.72781, 1.81791], [-1.86598, -2.55833, -3.29893], [-2.97001, -0.88175, -3.51021], [-0.65971, -3.12069, -2.92974], [-0.48765, 0.26944, 3.70199], [-0.40147, -1.15843, -1.45665], [0.87575, -2.88659, -1.53702], [-2.69705, -1.79867, 1.23862], [0.30825, -2.36215, 1.17946], [-2.67437, 0.74457, -0.87820], [0.20926, 1.51984, -1.45507], [-2.33601, 0.74754, 1.67031], [-1.88831, 1.58400, -2.14140], [-0.11327, -0.92753, 1.09706], [0.13489, -0.35596, -0.33119], [1.22059, -0.18253, -0.51868], [-1.71241, 0.77150, -1.45187], [1.68550, -0.67215, 2.92609], [-2.13317, -1.27965, -2.95794], [1.38505, 1.51220, 1.65970], [-1.44959, -0.51377, -2.07132], [0.72596, 0.25386, 2.30726], [-2.46513, -2.99933, -4.09240], [-0.59089, 1.70586, 0.11730], [0.03039, 0.98842, 3.38149], [1.89183, 1.79848, 2.44417], [-2.22856, -2.49914, 1.68451], [-1.54463, -0.92310, 3.28078], [1.14165, -2.41974, 1.76766]], "forces_ev_per_a": [[0.1, 0.4, 0.0], [0.1, -0.5, 1.3], [-2.5, 0.9, -1.8], [-1.8, 0.6, 1.7], [3.4, -0.7, -0.3], [-0.4, 0.4, 0.2], [-0.7, 1.0, 1.9], [-2.1, -1.3, 2.3], [0.3, -2.2, -0.4], [1.0, -0.7, 0.3], [-0.3, 0.8, -0.7], [0.5, 2.5, 1.1], [0.9, -0.1, 0.0], [0.4, 0.0, 0.3], [0.1, -1.1, -1.2], [-0.2, 0.2, -0.6], [1.1, 1.0, -1.6], [1.7, 1.1, -0.7], [-0.4, -0.7, 0.8], [-2.2, 1.3, -0.2], [0.8, -0.9, -0.3], [-2.7, 1.1, -1.5], [0.9, 0.7, -1.4], [0.7, -1.8, 0.4], [5.3, -3.7, -1.7], [0.3, -0.5, 0.3], [0.1, 0.5, 0.3], [-2.6, 3.5, 2.3], [0.3, 0.6, -0.6], [-0.3, -2.2, 0.1], [-0.1, -0.9, 0.3], [-1.7, 0.7, -0.8]], "lumo_energy_ha": 0.0096, "e_homo_ev": -9.571, "relative_energy_kj_mol": 211.4, "total_charge": 0, "orbital_gap_ev": 9.83, "fmax_ev_per_a": 6.7}

{"formula": "C49H40N5O9RuS5", "method": "the ωB97M-V functional and the def2-TZVPD basis", "species": ["H", "H", "H", "C", "C", "C", "Ru", "H", "N", "C", "N", "C", "C", "H", "O", "C", "H", "H", "H", "C", "H", "C", "C", "H", "C", "C", "S", "H", "C", "C", "H", "H", "C", "C", "S", "H", "N", "C", "S", "C", "C", "S", "C", "H", "H", "H", "N", "H", "H", "C", "H", "O", "H", "H", "C", "O", "C", "H", "H", "C", "C", "H", "O", "C", "C", "H", "H", "H", "C", "C", "C", "C", "C", "H", "H", "C", "C", "C", "H", "H", "C", "C", "C", "C", "O", "H", "C", "S", "H", "H", "O", "H", "C", "C", "H", "H", "C", "H", "C", "C", "C", "O", "H", "C", "C", "N", "O", "O", "C"], "xyz": [[1.26838, -4.10945, -1.84091], [0.21976, -4.73882, 2.62111], [-3.96573, 4.43202, -2.30326], [5.02815, -1.24165, -4.34001], [-2.86891, 2.88336, 2.78137], [-3.40865, 4.93785, 3.93751], [-1.61319, -0.40819, 0.38879], [-2.27704, 4.83853, 2.12238], [0.00723, -0.96918, -0.90507], [-3.33084, 1.08946, -2.03275], [-1.69282, -2.20919, 1.57759], [-4.37895, 2.23148, -1.97461], [-0.69140, -4.17764, 2.46146], [6.96636, -1.41861, -5.25246], [-2.36629, 0.76388, 1.84832], [2.46655, -0.01787, 2.98800], [-0.51565, 4.00865, -1.90406], [-3.35181, 6.01876, 3.99416], [-0.58774, -6.79729, 2.49083], [2.30843, -1.51531, -0.04054], [2.34478, 5.00355, 0.35288], [1.38131, 4.88662, 0.85112], [0.63986, 2.00284, 0.96983], [-4.74034, 1.32657, 1.32117], [0.22863, -1.65456, -2.97327], [-3.82028, 3.59315, -1.63306], [5.55700, -5.64732, -3.59960], [-0.47537, -1.75056, -3.79410], [3.65063, 0.06461, 3.71150], [-4.43273, 1.80100, 0.40013], [-0.49070, 2.98487, 2.47976], [5.54063, 1.75108, 1.46998], [1.05479, 0.47149, 0.93344], [0.45449, 4.03192, -0.01080], [-3.13339, -1.39612, -0.99638], [-3.56572, 1.09892, 3.69422], [4.19633, -3.30130, -3.50885], [-5.12176, 1.74380, -0.73663], [-2.22780, 0.70211, -5.25206], [4.76185, 0.69656, 3.17268], [2.78164, -0.22691, -2.55665], [-2.02997, 1.43590, -0.91993], [-3.26794, -0.13315, -6.06334], [0.93638, 5.86946, 1.00667], [3.06564, -1.31355, 0.69754], [-2.82722, 4.65887, -0.08492], [6.33196, -3.23040, -4.52454], [3.70652, -0.37517, 4.70044], [1.28331, 2.37003, 1.77169], [-2.80735, 4.27360, 2.87849], [-3.71690, -1.97338, 1.81762], [-4.01035, -0.73109, -6.71388], [1.58241, 1.35286, -1.73209], [-4.00600, -4.12692, 3.07249], [-1.92588, -4.62555, 2.91212], [4.39830, -6.03547, -2.81824], [-2.87851, -2.62349, 2.03245], [1.67074, -3.06967, -3.89755], [-0.50588, 0.40641, -2.57726], [-3.03518, -3.81659, 2.71398], [4.67848, 1.25806, 1.90322], [3.43280, 1.62392, 0.19689], [6.81777, -5.69895, -2.87876], [1.61371, -2.32987, -3.10327], [-4.08121, 4.22401, 4.92080], [0.32377, -2.55033, 1.46709], [4.91090, -0.18458, -4.53465], [5.68730, 0.75002, 3.73270], [0.18611, 4.64450, -1.36604], [-2.24204, 2.12868, 1.60393], [-3.77163, -0.20500, -2.15884], [0.01755, -2.32301, -1.59454], [4.04629, -1.98972, -3.70367], [-4.99299, 2.22369, -2.87058], [-0.24525, 5.63954, -1.24929], [5.33151, -3.86148, -3.90821], [3.49550, 1.18200, 1.18596], [-2.10921, -5.94734, 3.60028], [-1.34442, -7.82152, 3.65430], [-4.55185, 4.74195, 5.74800], [1.37514, -3.03443, -1.70834], [2.79569, -1.41710, -3.15903], [-0.61619, -2.95886, 1.81132], [-3.21761, 3.72368, -0.45318], [5.59864, -6.20166, -4.94321], [-6.06103, 1.21965, -0.84544], [0.24223, -0.30931, -2.24705], [-5.01461, -0.73144, -3.19685], [3.09689, -3.42448, -0.37860], [-4.65748, 2.27223, 5.59730], [-3.02053, -6.15284, 4.37842], [1.58786, -0.51063, 3.38573], [2.38266, 0.53450, 1.72009], [1.59449, 0.27035, -1.80360], [1.54980, 4.42879, 1.82529], [3.68777, 0.37049, -2.52583], [6.15980, -1.93298, -4.73636], [1.11805, 4.72586, -1.92696], [2.33050, -2.70181, -0.63446], [-4.14020, 2.84114, 4.83354], [-0.73911, 2.66254, 1.46196], [0.98089, 2.73358, -0.19882], [-0.85147, -2.91253, -1.32729], [-3.07086, 2.42469, 0.31379], [1.33360, -0.40809, -0.38234], [-1.18194, -6.89692, 3.29432], [-0.78363, 3.82636, 0.63274], [0.09156, -0.21790, 1.60930], [-3.53785, 2.17680, 3.77337]], "forces_ev_per_a": [[0.0, 0.0, 0.0], [0.0, 0.0, 0.0], [0.0, 0.0, 0.0], [0.0, 0.0, 0.0], [0.0, 0.1, 0.0], [0.0, 0.0, 0.0], [0.1, 0.0, 0.2], [0.0, 0.0, 0.0], [-0.1, 0.1, 0.0], [0.0, 0.0, 0.0], [0.0, 0.1, 0.0], [0.0, 0.0, 0.0], [0.0, 0.0, 0.0], [0.0, 0.0, 0.0], [0.1, -0.1, -0.1], [0.0, 0.0, 0.0], [0.0, 0.0, 0.0], [0.0, 0.0, 0.0], [0.0, 0.0, 0.0], [0.0, 0.1, 0.0], [0.0, 0.0, 0.0], [0.0, 0.0, 0.0], [0.0, 0.0, -0.2], [0.0, 0.0, 0.0], [0.0, 0.0, 0.1], [0.0, 0.0, 0.0], [0.0, 0.0, 0.0], [0.0, 0.0, 0.0], [0.0, 0.0, 0.0], [0.0, 0.0, 0.0], [0.0, -0.1, 0.0], [0.0, 0.0, 0.0], [-0.1, -0.1, 0.1], [0.0, -0.2, -0.1], [0.1, 0.1, -0.1], [0.0, 0.0, 0.0], [0.0, 0.0, 0.0], [0.0, 0.0, 0.0], [0.0, 0.0, 0.0], [0.0, 0.0, 0.0], [0.0, 0.0, 0.0], [0.0, 0.0, -0.1], [0.0, 0.0, 0.0], [0.0, 0.0, 0.0], [0.0, 0.0, 0.0], [0.0, 0.0, 0.0], [0.0, 0.0, 0.0], [0.0, 0.0, 0.0], [0.0, 0.1, 0.0], [0.0, 0.0, 0.0], [0.0, 0.0, 0.0], [0.0, 0.0, 0.0], [0.0, 0.0, 0.0], [0.0, 0.0, 0.0], [0.0, 0.0, 0.0], [0.0, 0.0, 0.0], [0.0, 0.0, 0.0], [0.0, 0.0, 0.0], [0.0, 0.0, 0.0], [0.0, 0.0, 0.0], [0.0, 0.0, 0.0], [0.0, 0.0, 0.0], [0.0, 0.0, 0.0], [0.0, 0.0, 0.0], [0.0, 0.0, 0.0], [0.0, 0.0, 0.0], [0.0, 0.0, 0.0], [0.0, 0.0, 0.0], [0.0, 0.0, 0.0], [0.0, 0.1, -0.2], [0.0, -0.1, 0.1], [0.0, 0.0, 0.0], [0.0, 0.0, 0.0], [0.0, 0.0, 0.0], [0.0, 0.0, 0.0], [0.0, 0.0, 0.0], [0.0, 0.0, 0.0], [0.0, 0.0, 0.0], [0.0, 0.0, 0.0], [0.0, 0.0, 0.0], [0.0, 0.0, 0.0], [0.0, 0.0, 0.0], [0.0, 0.0, 0.0], [0.0, 0.0, 0.0], [0.0, 0.0, 0.0], [0.0, 0.0, 0.0], [0.0, 0.0, -0.1], [0.0, 0.0, 0.0], [0.0, 0.0, 0.0], [0.0, 0.0, 0.0], [0.0, 0.0, 0.0], [0.0, 0.0, 0.0], [0.0, -0.1, 0.0], [-0.1, 0.0, 0.1], [0.0, 0.0, 0.0], [0.0, 0.0, 0.0], [0.0, 0.0, 0.0], [0.0, 0.0, 0.0], [0.0, 0.0, 0.0], [0.0, 0.0, 0.0], [0.0, -0.1, 0.2], [-0.1, 0.1, 0.0], [0.0, 0.0, 0.0], [0.1, -0.1, 0.1], [0.1, 0.0, 0.0], [0.0, 0.0, 0.0], [0.1, 0.1, 0.2], [0.1, 0.1, -0.2], [0.0, 0.0, 0.0]], "lumo_energy_ha": [0.1225, 0.1222], "e_homo_ev": [-2.380, -2.325], "relative_energy_kj_mol": 695.9, "total_charge": -2, "orbital_gap_ev": [5.71, 5.65], "fmax_ev_per_a": 0.3, "multiplicity": 2}

{"formula": "C5H13N3O2", "method": "the ωB97M-V functional and the def2-TZVPD basis", "species": ["C", "N", "O", "C", "N", "C", "H", "C", "H", "H", "H", "H", "H", "H", "H", "N", "C", "O", "H", "H", "H", "H", "H"], "xyz": [[1.05799, -1.70725, 2.89315], [-1.20932, 1.58454, 0.15938], [0.23679, 0.42553, 2.11837], [-0.91170, 1.66587, -1.10519], [-1.47996, 2.61754, -1.92940], [0.47972, -0.31990, -0.83572], [-0.27234, -0.66320, -0.12238], [-0.10507, -0.76591, 2.46067], [-0.63951, 1.08810, 0.92003], [1.73001, -2.07376, 2.14052], [-2.29302, 3.16140, -1.70609], [0.16665, -1.69136, -2.54613], [0.94442, -2.36387, -1.16321], [1.86997, -1.34589, -2.27259], [0.00719, 0.64156, -2.66259], [-0.08585, 0.78222, -1.67343], [0.91839, -1.46051, -1.77890], [-1.23318, -1.23968, 2.51960], [-1.75310, 2.30358, 0.61738], [1.59606, -1.08665, 3.64633], [0.63206, -2.56122, 3.42184], [1.35213, 0.10310, -0.33614], [-1.00833, 2.90574, -2.76551]], "forces_ev_per_a": [[-0.6, 1.1, 1.6], [-0.1, 0.5, 1.0], [-0.4, -0.1, -0.5], [-0.5, 0.6, -1.4], [0.3, -0.4, 0.2], [0.6, 0.2, -1.5], [0.2, 0.1, -0.1], [1.0, -0.4, -0.1], [0.3, -0.8, 0.3], [0.3, 0.2, -0.6], [0.1, -0.1, 0.5], [0.0, 0.3, 0.1], [0.3, 0.0, -0.1], [0.4, 0.3, 0.0], [-0.4, 0.5, -0.1], [0.2, -0.6, 1.3], [-1.0, -0.5, 0.7], [-0.7, 0.2, -0.4], [-0.1, 0.1, -0.5], [0.2, -0.6, -0.6], [0.0, 0.0, -0.1], [-0.2, -0.3, 0.4], [0.1, -0.3, -0.1]], "lumo_energy_ha": 0.0017, "e_homo_ev": -7.804, "relative_energy_kj_mol": 68.9, "total_charge": 0, "orbital_gap_ev": 7.85, "fmax_ev_per_a": 2.1}

{"formula": "C13H20Si", "method": "the ωB97M-V functional and the def2-TZVPD basis", "species": ["H", "H", "H", "H", "C", "C", "C", "C", "H", "H", "C", "H", "H", "H", "C", "H", "H", "C", "H", "C", "C", "H", "Si", "C", "H", "C", "H", "H", "C", "C", "H", "H", "H", "H"], "xyz": [[-3.12843, 0.95825, -1.79072], [1.83155, -1.74596, 1.93190], [3.47541, -1.84854, 1.46388], [3.19282, 1.97819, 1.06939], [-1.15905, -2.34198, -0.43730], [-2.10381, 2.83456, -0.29832], [-2.83060, 1.61285, 0.35892], [-2.54105, -0.88321, 0.93308], [-3.44436, -0.77421, 1.66248], [3.53887, 0.62823, 1.98030], [3.44506, 0.97414, 0.95175], [2.20387, 0.20349, -2.52402], [0.31175, 1.60289, 0.69869], [-1.48423, 3.35067, 0.42425], [-2.04091, 0.32534, 0.21997], [-2.79764, 3.45668, -0.80638], [-4.18766, 0.10031, -0.53058], [-0.49049, -1.30543, -0.92282], [2.42611, -2.75247, 0.49016], [-0.64257, 0.04822, -0.26800], [-3.31454, 0.70349, -0.70453], [-3.33353, 1.85961, 1.35684], [2.31345, -0.23811, 0.02038], [2.51203, -1.78106, 1.05144], [-2.34418, -2.95632, 1.33726], [0.52699, 0.58725, 0.20358], [3.16469, -1.25544, -2.14333], [0.25210, -1.33129, -1.80488], [2.81424, -0.28262, -1.79916], [-1.99789, -2.10614, 0.68017], [-1.48685, 2.54810, -1.06184], [4.51733, 0.83428, 0.63076], [3.72159, 0.38123, -1.72924], [-0.92006, -3.38501, -0.64406]], "forces_ev_per_a": [[-0.2, -0.1, 1.4], [0.2, -0.2, -0.8], [1.6, 0.3, 0.5], [-0.4, 1.8, -0.5], [-3.3, -3.9, 4.0], [-1.3, -0.6, 2.6], [1.5, 1.5, 0.2], [-2.0, 4.0, 2.2], [1.8, -0.1, -1.4], [-0.4, -0.3, 0.3], [1.6, -2.3, 0.0], [-0.9, 0.1, -0.4], [0.9, -1.4, -0.4], [-0.1, 0.4, 0.1], [-1.6, -1.1, 0.1], [-0.9, 1.0, 0.1], [-0.1, -0.2, -0.1], [3.1, 5.6, -3.0], [-0.5, 0.9, 0.5], [1.0, -1.9, -0.6], [0.6, 0.1, -1.0], [0.4, -0.7, -1.7], [-1.4, 1.9, 0.5], [-1.5, -1.3, -0.7], [0.5, 0.8, -1.1], [-0.8, 1.3, -0.1], [-0.1, 0.0, -0.1], [-1.1, -0.3, 1.7], [1.9, 0.4, 1.1], [1.1, -4.5, -1.3], [1.8, -1.3, -1.8], [-0.9, 0.5, -0.1], [-0.5, -0.7, -0.3], [0.0, 0.3, -0.2]], "lumo_energy_ha": [0.0345, -0.0636], "e_homo_ev": [-5.024, -8.907], "relative_energy_kj_mol": 0.0, "total_charge": 0, "orbital_gap_ev": [5.96, 7.18], "fmax_ev_per_a": 7.1, "multiplicity": 3}

Taking the records one at a time from the top gives E_tot values of -1614.9974, -4928.0266, -513.0690, -796.6258 Eh.